1.
A gas-phase ion, C19H41N2O4 (charge +1), computed with the ωB97M-V functional and the def2-TZVPD basis.

Summary:
Energy relative to the best compared isomer or geometry (same formula, charge and spin): 0.00 kJ/mol
Net charge: +1
Strongest force on any atom: 1.380 eV Å⁻¹
LUMO level: -2.87 eV
Calculated total energy: -1158.6364 a.u.
E_HOMO: -12.292 eV

Last column: Löwdin charge in e.
Cartesian coordinates (Å):
H (1.232, 0.361, -3.412)  0.157
H (-2.715, -0.303, -2.796)  0.111
H (-1.174, 0.469, 5.495)  0.062
C (2.454, 2.456, -3.117)  -0.175
H (-0.046, -2.616, -0.969)  0.155
H (-3.812, 1.760, 6.313)  0.109
C (3.994, -1.021, -0.611)  -0.236
C (-3.270, 1.576, 4.214)  -0.229
C (-1.733, -0.703, 2.163)  -0.197
H (-3.967, 0.804, 1.800)  0.106
H (-2.357, 2.631, 5.815)  0.101
C (-4.133, 0.361, 3.913)  -0.202
H (3.692, 1.930, -4.804)  0.114
H (1.845, 1.779, -6.237)  0.072
H (-3.340, -1.963, 2.818)  0.117
H (0.823, 2.713, -5.139)  0.064
O (1.683, -2.140, -1.824)  0.003
H (-5.151, 0.590, 4.213)  0.113
O (-2.265, -0.530, -3.629)  0.017
H (3.303, -2.665, 0.654)  0.058
C (-0.512, -1.846, -2.879)  -0.090
H (-2.342, 1.589, 3.653)  0.091
C (4.213, -2.317, 0.172)  -0.071
C (2.456, -1.172, -2.518)  -0.278
H (-3.833, 2.463, 3.933)  0.111
C (-2.002, 0.587, 6.184)  -0.108
C (1.827, 0.246, -2.515)  -0.225
N (3.796, -1.266, -2.040)  0.022
H (1.372, 2.601, -3.111)  0.111
C (0.362, -0.774, 0.694)  -0.134
H (1.878, 3.515, -6.250)  0.072
H (-3.428, -1.555, 1.099)  0.102
H (0.022, -2.356, -3.675)  0.144
H (0.384, 1.332, -1.552)  0.183
O (-0.899, -0.530, -3.259)  -0.183
H (0.487, 0.179, 1.205)  0.124
H (4.851, -0.383, -0.432)  0.119
H (2.492, -1.466, -3.567)  0.167
C (-3.186, -1.175, 2.087)  -0.204
H (-1.413, -2.419, -2.698)  0.137
H (3.131, -0.527, -0.168)  0.081
H (4.550, -3.100, -0.490)  0.079
C (-0.790, -1.574, 1.329)  -0.165
C (0.125, -0.555, -0.787)  -0.197
C (-2.919, 1.711, 5.699)  -0.255
H (-2.537, -0.353, 6.249)  0.063
C (1.802, 2.655, -5.600)  -0.085
C (0.334, -1.822, -1.595)  -0.247
H (2.870, 3.231, -2.486)  0.126
H (1.280, -1.332, 0.852)  0.107
H (3.393, 3.640, -4.581)  0.106
C (2.933, 2.661, -4.556)  -0.192
H (-1.627, 0.840, 7.169)  0.071
O (2.849, 1.184, -2.576)  -0.072
H (1.634, 0.931, -0.582)  0.180
H (-3.834, -0.507, 4.489)  0.097
N (1.002, 0.558, -1.295)  0.200
H (-0.909, -0.254, -0.879)  0.157
H (4.950, -2.181, 0.953)  0.071
H (-0.387, -2.407, 1.887)  0.124
H (-1.420, -0.712, 3.201)  0.111
H (4.417, -0.712, -2.612)  0.127
H (-1.381, -1.999, 0.518)  0.098
H (-1.683, 0.332, 1.835)  0.101
C (-4.179, -0.060, 2.425)  -0.202
H (-5.190, -0.389, 2.214)  0.105

***

2.
A molecular structure, C29H63Br18NbO3PSi, computed with the ωB97M-V functional and the def2-TZVPD basis.

Summary:
Net charge: -1
Strongest force on any atom: 4.103 eV Å⁻¹
LUMO level: 1.70 eV
Calculated total energy: -48388.4767 a.u.
E_HOMO: -4.927 eV

Last column: Löwdin charge in e.
Cartesian coordinates (Å):
H (1.866, -0.881, -0.148)  -0.099
H (0.871, -1.346, -3.783)  0.046
H (3.692, -6.430, 2.195)  0.026
C (-5.000, 4.635, -2.316)  -0.686
Br (2.024, 1.119, 2.848)  0.586
Br (-4.198, -4.320, -3.775)  0.589
H (0.213, -2.563, 2.155)  -0.098
Br (0.254, -6.296, 3.885)  0.595
C (-4.420, -5.053, -1.979)  -0.687
Br (-2.255, 4.690, -1.526)  0.649
H (3.793, 3.802, -4.701)  0.024
C (-3.443, -3.790, 3.717)  -0.688
H (-2.690, -0.048, 6.964)  0.046
H (6.357, -1.807, 4.024)  -0.003
C (1.564, 0.634, -3.152)  -0.412
H (-4.654, 1.407, -0.668)  0.059
H (-3.792, -0.708, -3.896)  0.097
C (-1.958, -0.234, 7.743)  -0.706
Br (-10.055, 2.868, -4.647)  0.608
Br (-4.789, 5.335, -4.124)  0.606
Br (-9.096, 4.256, -1.365)  0.609
H (3.352, 4.338, -0.776)  0.039
C (3.669, 1.065, 1.818)  -0.709
H (8.439, 6.018, -4.219)  0.055
H (-10.773, 5.035, -3.657)  0.048
C (6.742, -3.874, 4.566)  -0.683
H (-4.056, 6.404, -1.474)  0.048
P (-0.645, -1.690, 1.417)  0.431
C (-3.502, -4.384, -0.988)  -0.669
Br (2.274, -4.601, 1.319)  0.739
Br (6.295, 6.843, -3.319)  0.601
H (-5.464, -4.867, -1.726)  0.049
C (-3.324, -0.558, -2.915)  -0.190
Br (-1.992, -2.937, 4.682)  0.645
H (-2.624, 1.520, -2.746)  0.080
H (4.892, 3.922, -1.556)  -0.037
Nb (0.283, -1.241, -0.987)  1.383
H (0.721, 3.512, -3.655)  0.032
Br (8.758, -2.158, 3.473)  0.593
H (-3.796, -4.635, 0.030)  0.050
C (-3.648, 1.046, -0.905)  -0.096
H (-8.410, 5.933, -3.041)  0.060
H (-7.782, 4.334, -3.480)  0.022
H (1.806, 4.837, -3.270)  0.035
Br (5.964, -4.497, 2.894)  0.667
C (1.069, -4.631, -1.252)  -0.340
H (0.908, 4.118, -1.961)  0.012
C (8.037, 5.981, -3.208)  -0.698
C (-3.492, 0.910, -2.460)  -0.254
C (7.918, 4.556, -2.739)  -0.689
C (1.383, -0.879, -2.928)  -0.328
H (-2.875, 1.732, -0.547)  0.035
Si (2.937, 2.772, -2.638)  0.442
C (4.699, 0.187, 2.469)  -0.678
H (1.780, 0.830, -4.219)  0.096
Br (7.594, 4.460, -0.823)  0.638
C (3.906, 2.795, -4.282)  -0.155
C (-9.831, 4.720, -4.095)  -0.699
H (-4.367, 5.092, -0.321)  0.062
C (-0.571, -0.451, 7.203)  -0.707
H (2.373, -1.358, -2.883)  0.042
H (1.673, -5.464, -1.534)  0.010
C (-4.350, -4.556, 4.642)  -0.692
H (4.944, 2.544, -4.038)  0.016
H (3.492, 2.072, -4.991)  0.020
H (-4.592, -4.009, 5.549)  0.043
Br (-1.664, -5.000, -1.153)  0.763
H (4.285, -0.751, 2.829)  0.050
Br (-2.023, 1.289, 8.959)  0.584
H (0.648, 1.196, -2.914)  0.051
H (7.586, -4.522, 4.782)  0.046
H (-0.503, -1.423, 6.717)  0.010
C (0.791, -3.458, -1.041)  -0.459
H (-3.468, -3.303, -1.094)  0.024
C (1.705, -6.988, 2.785)  -0.693
H (4.000, 2.093, 1.697)  0.035
H (8.853, 4.022, -2.897)  0.057
Br (-3.552, -6.245, 5.201)  0.574
H (7.335, -2.029, 5.484)  0.060
H (-3.981, -2.974, 3.239)  0.060
H (-4.255, -6.123, -2.056)  0.042
H (-6.040, 4.823, -2.059)  0.018
H (1.264, -7.302, 1.843)  0.050
C (-1.816, -0.943, -3.008)  -0.322
O (2.585, 1.171, -2.298)  -0.263
H (-5.270, -4.832, 4.131)  0.054
H (3.381, 0.660, 0.846)  0.025
H (5.968, -4.029, 5.315)  0.060
H (-9.659, 5.273, -5.017)  0.057
H (-2.985, -4.408, 2.951)  0.048
H (-0.129, 0.526, -0.835)  -0.078
H (-1.623, -1.592, -3.876)  0.111
H (4.120, 2.759, -0.450)  0.009
H (2.076, -7.861, 3.319)  0.050
H (-3.794, -1.237, -2.198)  0.089
C (-4.081, 5.326, -1.345)  -0.683
H (8.650, 6.593, -2.554)  0.047
C (3.931, 3.518, -1.217)  -0.144
Br (-0.130, 0.840, 5.818)  0.595
H (-2.273, -1.088, 8.340)  0.056
H (0.200, -0.374, 7.963)  0.049
H (-4.349, 1.359, -2.984)  0.084
C (-8.664, 4.881, -3.160)  -0.716
O (-1.492, -1.704, -1.848)  -0.468
C (2.798, -5.967, 2.610)  -0.726
O (-1.987, -2.410, 1.325)  -0.645
Br (5.529, 1.071, 4.001)  0.598
H (-4.832, 3.563, -2.373)  0.032
H (5.517, -0.019, 1.781)  0.064
C (7.119, -2.420, 4.491)  -0.705
C (1.426, 3.871, -2.897)  -0.174
H (-0.737, -0.511, 2.218)  -0.093
H (-3.455, 0.060, -0.470)  0.061
H (7.109, 4.016, -3.224)  0.039
H (-1.268, 0.006, -3.089)  0.068
H (3.057, -5.459, 3.534)  0.022